No. 1
The following is a quantum chemistry calculation of 7 unconnected molecules or ions with the total composition C41H100BIN6O8 in a non-equilibrium geometry, from the OMol25 dataset.

Geometry (Å):
1 C 1.84062 -0.56667 3.13005
2 C 1.88856 0.75316 2.33345
3 C 3.12157 0.83265 1.43366
4 C 2.97793 1.84808 0.28719
5 C 2.91639 1.14181 -1.05704
6 C 2.77706 2.07318 -2.26582
7 C 1.47662 1.83645 -3.03070
8 C 0.24841 2.06910 -2.12676
9 C -0.65204 0.84580 -1.91886
10 C -1.45270 1.00323 -0.64478
11 C -2.34712 -0.16339 -0.14848
12 C -2.48291 -1.47753 -0.93522
13 C -2.19523 -2.72211 -0.08067
14 C -2.40711 -4.04128 -0.87593
15 B -1.30136 -5.11603 -0.87898
16 I -0.09199 -5.44061 0.87977
17 C -1.08957 -6.10102 -2.12116
18 O -0.16580 -5.63476 -3.11872
19 C 1.05909 -5.28083 -2.64661
20 C 1.38981 -3.84429 -2.85137
21 O 1.80998 -6.06659 -2.11264
22 H 0.99102 -1.17386 2.84724
23 H 2.76276 -1.12182 3.01150
24 H 1.74404 -0.34866 4.18922
25 H 1.01167 0.80434 1.69627
26 H 1.91245 1.58957 3.02104
27 H 4.01906 1.03047 2.01146
28 H 3.26943 -0.15084 0.99355
29 H 3.80260 2.55736 0.29937
30 H 2.07214 2.43237 0.42954
31 H 2.09785 0.43499 -1.00238
32 H 3.82850 0.56143 -1.15096
33 H 3.60178 1.87131 -2.94468
34 H 2.85981 3.11216 -1.96224
35 H 1.45903 0.79645 -3.35163
36 H 1.42826 2.44428 -3.92693
37 H 0.59914 2.44392 -1.17140
38 H -0.37448 2.81364 -2.61264
39 H -0.08470 -0.08038 -1.89257
40 H -1.28473 0.76356 -2.80086
41 H -0.75315 1.27723 0.13999
42 H -2.09213 1.87380 -0.75781
43 H -3.35051 0.23340 -0.04104
44 H -2.04487 -0.40654 0.86626
45 H -1.91188 -1.56211 -1.85289
46 H -3.52560 -1.56758 -1.23293
47 H -1.18128 -2.62716 0.29450
48 H -2.88127 -2.71643 0.75918
49 H -2.66728 -3.79894 -1.90611
50 H -3.29202 -4.52446 -0.46050
51 H -0.84635 -7.11026 -1.79773
52 H -2.04113 -6.16462 -2.63852
53 H 0.59962 -3.31551 -3.37086
54 H 1.54214 -3.37504 -1.88755
55 H 2.30162 -3.75682 -3.42331
56 C -7.49015 -1.57136 -6.02188
57 O -7.37195 -0.48885 -5.11851
58 C -7.24004 -0.84415 -3.75757
59 C -5.80832 -1.18141 -3.31943
60 C -5.33569 -2.56074 -3.76626
61 N -4.83561 -0.18038 -3.76419
62 H -8.05234 -2.39987 -5.58131
63 H -6.51253 -1.93090 -6.35217
64 H -8.02998 -1.20989 -6.89634
65 H -7.56844 0.03469 -3.19641
66 H -7.93044 -1.66150 -3.51000
67 H -5.80845 -1.17599 -2.22451
68 H -5.08958 -2.58165 -4.82770
69 H -4.43375 -2.83973 -3.22137
70 H -6.09533 -3.32126 -3.57460
71 H -5.08527 0.72496 -3.37637
72 H -4.94580 -0.06121 -4.76743
73 C 0.92562 6.29624 -1.12289
74 O 1.99054 5.42519 -0.79936
75 C 3.12012 6.03503 -0.20120
76 C 3.01585 6.23820 1.31532
77 C 2.13580 7.41622 1.72128
78 N 2.53942 5.03047 1.99542
79 H 1.29342 7.27479 -1.44628
80 H 0.23979 6.42646 -0.28125
81 H 0.37004 5.84309 -1.94413
82 H 3.94927 5.34755 -0.39225
83 H 3.35964 6.97824 -0.71086
84 H 4.02478 6.44865 1.66764
85 H 1.07456 7.19228 1.60789
86 H 2.30051 7.66175 2.77047
87 H 2.36484 8.30371 1.12643
88 H 3.18550 4.27307 1.79265
89 H 1.67630 4.74796 1.53782
90 C -4.64858 6.39780 3.06578
91 O -5.13295 5.40861 2.17780
92 C -4.51968 5.38118 0.90534
93 C -3.20510 4.59151 0.84379
94 C -2.01294 5.32919 1.44481
95 N -3.31233 3.27357 1.47389
96 H -4.37525 7.31341 2.53322
97 H -3.78940 6.04085 3.63889
98 H -5.44989 6.62839 3.76690
99 H -5.24157 4.88995 0.24745
100 H -4.38301 6.40353 0.52807
101 H -2.98705 4.43166 -0.21706
102 H -2.04187 5.32897 2.53421
103 H -1.08475 4.84058 1.14790
104 H -1.97496 6.36549 1.10233
105 H -4.03257 2.73409 1.00144
106 H -3.67582 3.40425 2.41400
107 C -6.43771 -7.39353 3.73591
108 O -5.80546 -6.14500 3.94313
109 C -4.40600 -6.19742 4.13677
110 C -3.58102 -6.23917 2.84428
111 C -3.57371 -7.59955 2.15653
112 N -4.01557 -5.22001 1.88177
113 H -5.96174 -8.18471 4.32230
114 H -6.43947 -7.67572 2.68009
115 H -7.47290 -7.29386 4.06056
116 H -4.15372 -5.27738 4.67042
117 H -4.14476 -7.03460 4.79724
118 H -2.54805 -6.01044 3.12272
119 H -4.51514 -7.80306 1.64559
120 H -2.78383 -7.63235 1.40573
121 H -3.39071 -8.40337 2.87189
122 H -3.91673 -4.30045 2.30352
123 H -5.01817 -5.33048 1.75294
124 C 3.57917 -11.14075 0.68032
125 O 2.77156 -10.04198 0.31092
126 C 2.93286 -8.87820 1.09862
127 C 4.10707 -7.97834 0.68744
128 C 5.46971 -8.50914 1.12316
129 N 4.13008 -7.71012 -0.75071
130 H 3.71975 -11.18781 1.76458
131 H 4.55545 -11.10856 0.18971
132 H 3.06830 -12.04716 0.35559
133 H 2.00917 -8.30859 0.96631
134 H 2.99769 -9.15000 2.16173
135 H 3.95218 -7.02072 1.19505
136 H 5.79938 -9.33937 0.49863
137 H 6.22047 -7.72431 1.03644
138 H 5.45224 -8.84690 2.16200
139 H 3.25828 -7.25818 -1.01331
140 H 4.10565 -8.60540 -1.23092
141 C 5.58936 8.95679 2.13478
142 O 5.81862 7.93644 1.17979
143 C 6.37400 8.36743 -0.04787
144 C 7.90097 8.52074 -0.04358
145 C 8.39047 9.77984 0.66401
146 N 8.57945 7.35700 0.53204
147 H 5.28941 9.89282 1.65511
148 H 6.46961 9.13103 2.75751
149 H 4.77978 8.62124 2.78319
150 H 6.11411 7.58902 -0.77111
151 H 5.88412 9.29252 -0.38020
152 H 8.20737 8.59475 -1.09115
153 H 8.32738 9.68692 1.74795
154 H 9.43538 9.96363 0.41780
155 H 7.81255 10.65496 0.36018
156 H 8.34504 6.52756 -0.00562
157 H 8.17947 7.18507 1.45029

Calculated values
Orbital gap: 8.71 eV
SMILES: CCCCCCCCCCCCCCB(I)COC(C)=O.COC[C@@H](C)N.COC[C@@H](C)N.COC[C@@H](C)N.COC[C@@H](C)N.COC[C@@H](C)N.COC[C@@H](C)N
E_tot: -78233.7264 eV

---

No. 2
The following is a quantum chemistry calculation of a molecular structure, C24H20BrClCrNO6S, from the OMol25 dataset.

Geometry (Å):
1 Cr -0.06935 -0.31493 -0.30256
2 O -0.12394 -0.04949 2.11849
3 Cl 1.23827 0.17233 1.66563
4 O 2.16601 0.41045 2.68684
5 O 1.17119 1.24342 0.65475
6 O 1.55271 -1.03905 0.85008
7 C -3.59420 -4.44850 3.96211
8 C -3.93663 -3.29138 3.01307
9 C -5.45678 -3.23038 2.80897
10 C -3.48363 -1.98418 3.66212
11 C -3.25616 -3.52954 1.66695
12 C -3.57253 -4.68867 0.92946
13 C -2.99888 -4.96990 -0.29099
14 C -2.07372 -4.06479 -0.80356
15 S -1.18344 -4.10932 -2.29742
16 C -0.45354 -2.61136 -1.89483
17 N -0.81801 -2.11525 -0.73875
18 C -1.74522 -2.91663 -0.09002
19 C -2.33286 -2.64400 1.14417
20 C 0.48632 -1.82550 -2.67737
21 C 0.99524 -2.18466 -3.91912
22 C 1.86643 -1.31424 -4.55353
23 C 2.21884 -0.11435 -3.94431
24 C 1.70976 0.22773 -2.69605
25 C 0.82690 -0.62333 -2.04301
26 H -4.07212 -4.29078 4.93104
27 H -2.51639 -4.51624 4.11955
28 H -3.93905 -5.40647 3.57131
29 H -5.95481 -3.04944 3.76359
30 H -5.84792 -4.16299 2.40098
31 H -5.72589 -2.42362 2.12498
32 H -3.99746 -1.86042 4.61656
33 H -3.72313 -1.11806 3.04232
34 H -2.41025 -1.97851 3.86051
35 H -4.29281 -5.38961 1.33039
36 H -3.26437 -5.86803 -0.83233
37 H -2.05178 -1.74315 1.67122
38 H 0.71731 -3.12140 -4.38837
39 H 2.27315 -1.56731 -5.52356
40 H 2.90067 0.55813 -4.45006
41 H 2.00569 1.16421 -2.23697
42 Br -5.99715 5.44476 -2.63285
43 C -4.86755 3.94952 -2.36915
44 C -5.02336 2.83283 -3.17664
45 C -4.19479 1.74264 -2.97762
46 C -3.22336 1.76885 -1.98273
47 C -3.08038 2.89744 -1.18457
48 C -3.90359 3.99590 -1.37502
49 C -2.35709 0.56403 -1.80678
50 O -2.45351 -0.41779 -2.50069
51 O -1.46095 0.69863 -0.82206
52 H -5.78144 2.82101 -3.94690
53 H -4.29016 0.85694 -3.59100
54 H -2.32308 2.91421 -0.41365
55 H -3.79972 4.87842 -0.75988

Calculated values
Energy relative to the best compared isomer or geometry (same formula, charge and spin): 54.0 kJ/mol
Spin multiplicity: 2
⟨S²⟩: 0.762
Orbital gap (alpha / beta): 7.89 / 8.13 eV
E_tot: -160802.9140 eV